Entry 1:
This record from the Open Molecules 2025 dataset describes a molecular structure, C43H44Cl3N6O4PV at a distorted geometry. The level of theory is ωB97M-V with the def2-TZVPD basis set.

Calculated values
HOMO level (spin up / spin down) = -12.03 / -11.88 eV
HOMO-LUMO gap (spin up / spin down) = 3.67 / 3.67 eV
Strongest force on any atom = 3.5 eV Å⁻¹
LUMO level (spin up / spin down) = -8.36 / -8.21 eV
Energy = -134964.446 eV

```
! wB97M-V def2-TZVPD RIJCOSX def2/J DEFGRID3
* xyz 2 2
H -17.49406 -6.55817 -7.37493
Cl -15.61137 -8.68193 -1.62055
C -19.30611 -14.50649 2.48309
H -17.66745 -11.77633 0.38286
O -13.64827 -10.21351 -4.02684
C -15.02700 -13.49322 -5.18450
C -19.32148 -9.36743 -0.05883
C -18.17317 -9.57871 -0.90078
C -18.91334 -15.51503 -1.67360
C -16.98443 -10.36645 -4.54278
C -15.32768 -9.01843 -5.33767
C -17.13797 -8.51446 -0.86860
H -20.51218 -18.03392 -3.35441
C -15.74207 -13.23488 -6.51351
C -12.39410 -10.14108 -0.56741
H -19.92578 -13.96399 -6.09116
C -17.98663 -12.51802 2.38782
C -18.68628 -18.26853 -2.16743
C -18.09083 -12.53903 1.00991
H -10.90905 -12.38096 -2.45468
H -19.60727 -12.37505 -5.39745
H -13.67981 -7.85371 -5.95811
N -13.67335 -12.21863 -0.56308
C -16.71585 -9.18125 -5.43751
H -17.25790 -15.76389 -0.35302
H -19.92048 -11.57538 -3.26250
C -22.04114 -11.59555 -3.11336
H -15.69633 -15.88842 -4.47465
H -12.92493 -9.71089 -1.42114
H -14.34543 -14.34722 -5.40540
C -18.19273 -13.02932 -6.89912
H -15.10049 -6.18096 -7.18470
Cl -18.62235 -6.01093 1.73312
H -18.75569 -12.36804 -7.58388
C -19.89024 -16.18590 -2.45025
H -16.99078 -18.20848 -0.87203
C -22.97999 -13.32733 -1.74952
O -18.04147 -10.66694 -1.55040
H -18.63337 -8.46491 -6.16336
H -14.98733 -12.82319 -7.16738
P -18.86582 -13.67610 -1.45632
C -17.28166 -7.44844 -0.07410
H -15.97758 -14.21983 -6.98812
C -19.45887 -14.52287 1.12246
C -14.88704 -12.35451 -1.01082
Cl -20.65803 -10.41750 -0.11386
C -18.52154 -13.55303 3.12762
H -14.43934 -12.61056 -4.93416
N -18.41847 -13.87881 -4.53721
H -16.56423 -15.54811 -2.99499
C -14.73709 -7.95269 -5.99927
C -17.81891 -17.62531 -1.24368
H -16.47547 -6.76537 0.02820
H -19.95576 -15.35921 0.62616
H -20.72242 -15.65961 -2.90873
H -18.25976 -16.00335 -4.63649
C -11.76455 -11.87889 -1.99480
H -13.17429 -13.54296 -2.04862
C -16.91752 -7.22795 -6.78423
C -14.78424 -10.04985 -4.40395
C -20.58040 -13.13838 -1.95822
N -15.87318 -10.77768 -3.90291
C -19.13614 -13.31500 -5.70038
V -17.10863 -12.31785 -3.08510
H -11.98799 -9.33023 0.03374
H -12.29626 -11.39143 -2.81695
O -11.30626 -10.93807 -1.03864
C -18.43793 -7.29506 0.75653
C -23.16659 -12.22442 -2.60861
C -21.70325 -13.72836 -1.39034
H -23.87835 -13.86710 -1.47405
C -17.68309 -15.12863 -4.84803
H -17.42707 -11.68739 2.81935
H -15.06969 -13.86663 -3.21276
H -19.14162 -14.09978 -3.88237
C -13.28082 -11.02133 0.23479
N -15.90015 -12.64784 -1.46396
H -22.20750 -10.75917 -3.74802
C -17.55296 -8.32131 -6.13407
H -17.99141 -13.92022 -7.49852
H -20.31920 -8.20928 1.39757
C -20.77442 -12.06257 -2.81527
H -16.72204 -11.69585 -7.28979
C -18.82101 -13.54640 0.33776
C -12.61918 -12.91665 -1.33629
H -14.13055 -10.47036 0.52954
C -15.54537 -7.05313 -6.69984
C -19.44697 -8.30038 0.73030
H -18.55464 -19.30127 -2.47699
H -19.76656 -15.30262 3.06849
O -18.02658 -10.99824 -4.25080
H -12.79025 -11.32956 1.14533
H -12.07082 -13.59281 -0.64995
N -15.79101 -13.81186 -3.94510
H -24.21202 -11.91383 -2.82279
H -18.41823 -13.65145 4.18667
N -16.91543 -12.35701 -6.56758
C -17.91951 -16.27295 -1.00247
C -19.77518 -17.57977 -2.66218
H -17.42779 -15.11806 -5.91388
H -21.60510 -14.60527 -0.78163
C -16.38496 -15.15681 -4.01383
*
```

---

Entry 2:
This record from the Open Molecules 2025 dataset describes 2 unconnected molecules or ions with the total composition C4H5NO2 at a distorted geometry. The level of theory is ωB97M-V with the def2-TZVPD basis set.

Calculated values
HOMO level = -9.16 eV
HOMO-LUMO gap = 9.63 eV
Strongest force on any atom = 3.2 eV Å⁻¹
LUMO level = 0.46 eV
Energy = -9810.044 eV

```
! wB97M-V def2-TZVPD RIJCOSX def2/J DEFGRID3
* xyz 0 1
H 0.41213 1.70660 0.96545
H 0.07940 0.80538 1.62121
C -0.37133 0.13270 -0.62644
H -1.72299 -0.76721 0.85102
H 2.12151 -1.88526 -0.31992
N 1.82470 0.12869 0.22695
O -2.54436 0.88223 -0.02498
O 0.23255 -1.17620 -0.71068
C 1.49232 -1.00134 -0.25831
C -1.67744 0.05883 0.11488
C 0.61820 0.89791 0.25355
H -0.51440 0.48822 -1.65493
*
```

---

Entry 3:
This record from the Open Molecules 2025 dataset describes 2 unconnected molecules or ions with the total composition C10H20N3O at a distorted geometry. The level of theory is ωB97M-V with the def2-TZVPD basis set.

Calculated values
HOMO level = -12.17 eV
HOMO-LUMO gap = 9.66 eV
Strongest force on any atom = 4.3 eV Å⁻¹
LUMO level = -2.51 eV
Energy = -17202.171 eV

```
! wB97M-V def2-TZVPD RIJCOSX def2/J DEFGRID3
* xyz 1 1
C -0.87330 -2.17819 -2.09041
H 1.60209 2.55698 1.53370
C 0.06156 -1.13808 1.11983
H -2.18825 1.09965 -0.99981
C -0.94909 2.28437 1.05790
H -0.92249 3.18118 0.38333
H 2.85110 1.41563 1.75465
H 0.83469 -2.83616 2.17579
H 1.83061 2.64228 -0.83421
C -0.37755 1.03843 0.33577
O -1.96466 -0.42235 1.42319
N 1.28031 -0.62301 0.54072
C 1.11482 0.89252 0.42886
H -2.79811 -2.70494 -2.46619
C 1.73916 1.54441 1.80896
H 3.10025 1.41838 -0.51837
H 1.39806 -1.02486 -0.36618
H -0.61980 2.69835 1.96029
C -1.79244 -2.57224 -3.08851
H 1.95969 1.07075 -1.63488
H -0.34261 -3.15826 0.86699
C 1.95409 1.51743 -0.69310
H -2.12920 2.17210 1.21276
N -0.82288 -0.24034 1.03448
H -1.04501 -2.50034 2.39091
C -0.15999 -2.46106 1.68350
H 1.37846 1.35818 2.78984
H -0.58796 1.68319 -1.77981
N -0.12663 -1.82453 -1.30429
H -1.46009 -3.36283 -3.78422
C -1.05082 0.93633 -1.05333
H 2.07569 -0.77354 1.20700
H -2.01647 -1.63396 -3.61793
H -0.95322 -0.05546 -1.47724
*
```

---

Entry 4:
This record from the Open Molecules 2025 dataset describes a gas-phase ion, C6H14NO (charge -1) at a distorted geometry. The level of theory is ωB97M-V with the def2-TZVPD basis set.

Calculated values
HOMO level = -2.06 eV
HOMO-LUMO gap = 5.47 eV
Strongest force on any atom = 3.4 eV Å⁻¹
LUMO level = 3.41 eV
SMILES string = CCCN(C)CC[O-]
Energy = -9983.573 eV

```
! wB97M-V def2-TZVPD RIJCOSX def2/J DEFGRID3
* xyz -1 1
H 0.19775 1.80233 -0.79484
H 1.78393 -0.90478 1.18225
H 0.81661 -1.52365 2.42862
H -1.59160 -0.59598 0.83431
C -0.34482 0.44542 -2.36175
C -0.52505 -0.92306 0.89644
H -0.19659 1.59407 -4.27503
H 1.97439 0.76449 0.45506
C 0.01402 1.67366 -3.21142
H -0.80821 2.47674 -2.86587
N 0.24953 -0.29533 -0.18685
H 0.28230 0.30815 2.76198
C -0.40936 0.86289 -0.91619
H -0.54427 -2.01415 0.61999
H -1.49109 1.04234 -0.51008
C 0.01144 -0.79200 2.50932
H 2.27787 -0.66932 -0.59673
H 0.98728 2.07178 -2.88692
H -1.31473 0.03882 -2.79015
O -0.84133 -1.03516 3.42575
C 1.63226 -0.20369 0.22287
H 0.33940 -0.42151 -2.49631
*
```

---

Entry 5:
This record from the Open Molecules 2025 dataset describes 3 unconnected molecules or ions with the total composition C2H9NO2 at a distorted geometry. The level of theory is ωB97M-V with the def2-TZVPD basis set.

Calculated values
HOMO level = -10.42 eV
HOMO-LUMO gap = 11.36 eV
Strongest force on any atom = 1.0 eV Å⁻¹
LUMO level = 0.94 eV
SMILES string = C=NC.O.O
Energy = -7804.407 eV

```
! wB97M-V def2-TZVPD RIJCOSX def2/J DEFGRID3
* xyz 0 1
C -0.65940 -0.24196 2.45790
H 0.79367 0.70140 -2.13606
O -1.15537 1.19106 -1.15864
H -0.52554 -1.16598 3.02543
H 0.94236 -1.81721 1.52691
H -0.80457 0.92521 -0.28936
H -1.50334 2.08296 -1.02230
C 0.81620 -0.99748 0.82306
O 1.13580 -0.08313 -2.59103
N -0.16257 -0.01866 1.32423
H 0.47312 -1.35696 -0.14989
H 0.30875 -0.48599 -2.88944
H 1.73590 -0.46004 0.60642
H -1.32163 0.51345 2.88966
*
```

---

Entry 6:
This record from the Open Molecules 2025 dataset describes a molecular structure, C11H12BF3N2NiO7S2. The level of theory is ωB97M-V with the def2-TZVPD basis set.

Calculated values
HOMO level (spin up / spin down) = -3.18 / -3.25 eV
HOMO-LUMO gap (spin up / spin down) = 7.33 / 7.40 eV
Strongest force on any atom = 0.8 eV Å⁻¹
LUMO level (spin up / spin down) = 4.15 / 4.15 eV
Energy = -100460.514 eV

```
! wB97M-V def2-TZVPD RIJCOSX def2/J DEFGRID3
* xyz -2 3
O -0.94237 1.47685 3.10358
C -2.33287 -2.75703 -2.33253
C -1.78339 -2.36236 -3.55235
H 0.99308 5.79350 -0.90168
O 3.47119 1.76504 3.97578
H 1.18988 6.31899 1.02849
H -2.65810 -0.51308 1.40094
Ni 0.52215 1.37541 1.80685
C 0.04878 -1.34422 -2.34040
H -3.33415 -1.99640 -5.01015
H -1.51774 -1.42028 2.39997
C -2.48674 -2.66811 -4.84953
C -1.69220 -0.45837 1.91361
H -3.26619 -3.31164 -2.32437
F 5.42048 0.46504 2.28690
H -0.62829 6.31682 0.16935
C -0.58623 -1.66036 -3.53709
N 0.13129 3.15974 0.93596
O 0.22549 -2.50750 1.18531
C 0.27133 4.26352 0.63322
F 4.49086 -0.96472 3.63685
C -1.84712 0.57970 3.02632
O 2.70078 1.71426 1.63354
S 0.25863 -1.28812 0.40438
H -1.81050 -2.55295 -5.69776
H 0.97775 -0.79034 -2.32413
S 2.93499 0.99300 2.89241
O 1.75199 0.17869 3.19267
F 4.00410 -0.99072 1.52083
N -0.60978 -0.11490 0.97994
H -2.87510 -3.68876 -4.86189
B 0.47054 5.78664 0.20117
C -1.70776 -2.45287 -1.13565
C 4.27661 -0.19864 2.55066
H -0.14069 -1.34918 -4.47654
H -2.13401 -2.77294 -0.19283
O -2.81880 0.45931 3.77593
O 1.54507 -0.74546 0.02130
C -0.51298 -1.73756 -1.13907
*
```

---

Copy entry 2 word for word.
This record from the Open Molecules 2025 dataset describes 2 unconnected molecules or ions with the total composition C4H5NO2 at a distorted geometry. The level of theory is ωB97M-V with the def2-TZVPD basis set.

Calculated values
HOMO level = -9.16 eV
HOMO-LUMO gap = 9.63 eV
Strongest force on any atom = 3.2 eV Å⁻¹
LUMO level = 0.46 eV
Energy = -9810.044 eV

```
! wB97M-V def2-TZVPD RIJCOSX def2/J DEFGRID3
* xyz 0 1
H 0.41213 1.70660 0.96545
H 0.07940 0.80538 1.62121
C -0.37133 0.13270 -0.62644
H -1.72299 -0.76721 0.85102
H 2.12151 -1.88526 -0.31992
N 1.82470 0.12869 0.22695
O -2.54436 0.88223 -0.02498
O 0.23255 -1.17620 -0.71068
C 1.49232 -1.00134 -0.25831
C -1.67744 0.05883 0.11488
C 0.61820 0.89791 0.25355
H -0.51440 0.48822 -1.65493
*
```

---

What is the formula in the sixth record? C11H12BF3N2NiO7S2

---

Among the records above, which one has the lowest strongest force on any atom? C11H12BF3N2NiO7S2